Record 1
Molecular formula: C31H64BBr2ClF6N10O10P3S2
Method: DFT, ωB97M-V/def2-TZVPD

For the HOMO energy, the calculation gives -9.236 eV. Its total energy is -10571.4620 Eh. Its net charge is +1. The value obtained for the frontier orbital gap is 4.328 eV.

Last column: Mulliken charge in e.
Positions of all 130 atoms, in Å:
C 3.40025 -2.68080 -6.25335  0.015
C 3.54660 -2.36759 -5.09497  -1.609
C 3.35028 -1.94814 -3.59502  -0.487
C 1.84228 -1.62880 -3.24234  1.065
C 1.02885 -2.95510 -3.55790  -1.266
C 1.54123 -4.24732 -2.75621  -0.497
C 0.35227 -5.33061 -2.66673  -0.395
C 0.79147 -6.73836 -3.21067  0.214
O 1.19855 -7.61383 -2.49844  -0.483
O 0.67107 -6.98071 -4.59565  -0.486
C 1.26840 -0.51603 -4.25930  -1.561
P 2.58932 0.80895 -4.72261  0.681
N 1.94244 1.91438 -5.69602  -0.880
N 0.17707 0.29476 -3.69077  0.449
C -1.18152 -0.21078 -3.81157  0.484
S -1.68263 -0.14854 -5.62090  1.099
O -1.41069 -1.48268 -6.17048  -0.625
O -3.14589 0.03678 -5.58862  -0.624
C 0.53857 1.00287 -2.51207  -0.868
N 0.03682 2.23612 -2.26113  -0.029
Cl 0.50334 3.14865 -0.87054  0.055
S -1.09947 3.08499 -3.27215  1.153
O -0.84797 4.51085 -3.08439  -0.626
O -0.96371 2.83574 -4.69684  -0.473
C -2.87502 2.86554 -2.64920  0.702
F -3.57745 2.26586 -3.64762  -0.128
F -2.89468 2.10631 -1.48788  -0.175
F -3.43274 4.07571 -2.40592  -0.204
N 1.49053 0.42245 -1.70620  0.172
C 1.60581 -1.05919 -1.77737  -0.213
C 0.35231 -1.69956 -1.01954  -0.455
C -0.06869 -0.95244 0.30641  -1.367
C -0.49963 -1.93315 1.47431  0.227
F 0.42442 -2.95915 1.69940  -0.257
Br -2.21315 -2.75354 0.89762  -0.055
C -0.68450 -1.14806 2.87707  0.685
F -1.76250 -1.76710 3.51532  -0.221
F -0.87317 0.20266 2.71112  -0.222
Br 0.88367 -1.57583 4.01607  -0.129
B 2.86568 -1.38979 -0.76371  1.231
O 2.95694 -2.55157 0.02665  -0.678
O 3.87556 -0.41931 -0.66436  -0.796
C 5.10338 -0.91569 -0.07057  -0.337
C 5.12565 -0.81103 1.52719  -0.744
H 3.43373 -3.17826 -7.25119  0.411
H 4.07086 -1.10536 -3.37961  0.731
H 3.77357 -2.84146 -3.03464  0.608
H -0.07224 -2.89800 -3.34633  0.173
H 1.09216 -3.25156 -4.65098  0.645
H 1.94414 -4.01723 -1.73656  0.058
H 2.33586 -4.72751 -3.40692  0.604
H -0.55249 -4.99336 -3.25791  0.323
H 0.07098 -5.39317 -1.58109  0.372
H 1.28378 -6.37518 -5.05587  0.340
H 1.02561 -1.06441 -5.21048  0.755
H 3.69469 0.26071 -5.42495  0.175
H 3.05659 1.44529 -3.52114  -0.001
H 0.97964 1.59390 -5.84498  0.283
H -1.40352 -1.26794 -3.51352  0.456
H -1.96157 0.42715 -3.29550  -0.418
H -1.07032 0.89665 -6.28730  0.177
H 1.62055 0.82737 -0.78211  0.674
H 0.56081 -2.77489 -0.72932  0.790
H -0.57597 -1.76102 -1.66201  0.302
H 0.69365 -0.25032 0.74700  0.279
H -0.98356 -0.32583 0.08014  0.404
H 2.76215 -2.37739 0.97015  0.247
H 5.40900 -1.93137 -0.44429  0.268
H 5.92215 -0.21062 -0.41655  0.389
H 4.08393 -0.81224 1.97047  0.030
H 5.77014 0.02370 1.90478  0.324
H 5.59967 -1.77908 1.88603  0.303
O -7.38855 -0.98804 1.47482  -0.809
P -7.18813 -0.39759 0.07793  0.711
N -7.90068 1.12231 0.41959  0.221
C -9.29830 1.49623 0.41980  -1.177
C -7.12612 2.00893 1.28495  -1.163
N -8.16664 -1.56502 -0.73997  0.146
C -9.62246 -1.52778 -0.73193  -1.057
C -7.74570 -2.94055 -0.44986  -1.004
N -6.79834 0.23963 -1.55141  0.315
C -5.39494 0.61482 -1.69202  -1.206
C -7.63656 1.06849 -2.37612  -0.856
H -9.39806 2.56321 0.19296  0.402
H -9.77614 1.30054 1.38719  0.335
H -9.88168 0.99695 -0.34757  0.355
H -6.65858 2.80288 0.68881  0.265
H -6.32814 1.47042 1.80363  0.346
H -7.74135 2.47784 2.05652  0.396
H -10.02974 -1.37711 0.27387  0.336
H -10.04655 -2.45465 -1.12799  0.392
H -9.99955 -0.75348 -1.40219  0.250
H -8.13188 -3.29170 0.51308  0.349
H -6.65345 -3.01200 -0.42019  0.261
H -8.08694 -3.62306 -1.23179  0.354
H -5.19341 1.59785 -1.24471  0.278
H -5.09128 0.63535 -2.74304  0.445
H -4.75522 -0.12147 -1.19154  0.264
H -7.61899 2.12431 -2.07434  0.300
H -8.66980 0.72745 -2.40008  0.177
H -7.29091 1.01897 -3.41645  0.307
O 6.83763 2.35636 4.32224  -0.856
P 5.51791 2.36712 5.09846  0.833
N 5.49124 4.05474 5.38925  0.193
C 6.15319 4.81290 6.42868  -1.175
C 5.21645 4.89723 4.22758  -1.179
N 6.07128 1.35073 6.38360  0.130
C 6.92328 1.82789 7.46398  -1.049
C 6.63001 0.08778 5.88852  -0.967
N 3.91031 2.28487 5.88548  0.165
C 2.81931 2.14760 4.92378  -0.870
C 3.48219 3.00994 7.05239  -0.826
H 5.58414 5.72349 6.64474  0.404
H 7.17231 5.09964 6.14293  0.339
H 6.20740 4.29130 7.37916  0.351
H 4.18564 5.27056 4.26874  0.294
H 5.33130 4.34364 3.29154  0.334
H 5.88928 5.75608 4.16898  0.388
H 7.77160 2.41591 7.09666  0.345
H 7.32311 0.99723 8.05223  0.388
H 6.35211 2.41525 8.18476  0.247
H 7.66133 0.20625 5.53842  0.342
H 6.03384 -0.29755 5.05436  0.230
H 6.61303 -0.67594 6.66967  0.361
H 2.56049 3.11208 4.46394  0.288
H 1.92311 1.72881 5.39184  0.360
H 3.10922 1.45861 4.12231  0.142
H 3.20255 4.04784 6.82922  0.285
H 4.22972 3.01015 7.84357  0.186
H 2.60177 2.51924 7.48564  0.334



Record 2
Molecular formula: C31H64F21N7O23S7
Method: DFT, ωB97M-V/def2-TZVPD

For the HOMO energy, the calculation gives -4.142 eV. Its total energy is -8216.9291 Eh. Its net charge is 0. The value obtained for the frontier orbital gap is 2.210 eV.

Last column: Mulliken charge in e.
Positions of all 153 atoms, in Å:
C -17.67702 13.14163 0.61825  -0.770
O -17.69324 11.75233 0.67653  -0.309
C -18.81003 11.07802 1.30211  -0.566
C -18.64066 9.52926 1.23554  -0.661
N -17.30516 9.06604 1.86499  -0.182
H -16.52387 9.60588 1.52111  0.458
H -17.49396 9.37439 2.80806  0.400
C -16.94888 7.60268 1.84930  -0.612
C -15.46810 7.42799 1.87070  -0.508
O -14.98623 8.42057 1.02025  -0.383
C -13.54789 8.42385 0.86330  -0.751
H -17.98093 13.53442 1.58853  0.317
H -18.16839 13.69169 -0.18430  0.289
H -16.67322 13.56448 0.57729  0.283
H -19.83084 11.26721 0.97007  0.421
H -18.88162 11.51266 2.29914  0.398
H -18.51318 9.23952 0.19252  0.369
H -19.36011 8.93815 1.80220  0.426
H -17.43396 7.07952 1.02522  0.338
H -17.33610 7.28477 2.81732  0.347
H -15.24313 6.46551 1.41121  0.391
H -15.17181 7.54019 2.91364  0.402
H -13.18101 9.27895 0.29557  0.274
H -13.30736 7.58177 0.21435  0.300
H -13.09604 8.17812 1.82432  0.326
C -20.63010 -17.02720 6.29206  -0.802
O -19.64802 -17.43419 7.22813  -0.339
C -18.91134 -16.36671 7.72745  -0.419
C -17.69615 -16.86460 8.48614  -0.678
N -18.15294 -18.16908 9.24636  -0.291
H -18.78345 -17.83811 9.96263  0.383
H -18.79592 -18.68737 8.66493  0.554
C -17.14309 -19.05426 9.98779  -0.604
C -17.83484 -20.27033 10.54603  -0.675
O -18.58388 -20.92034 9.47913  -0.338
C -19.48322 -21.89860 9.93491  -0.706
H -21.20363 -16.14946 6.58994  0.326
H -21.35096 -17.79087 6.00006  0.291
H -20.21475 -16.77802 5.31558  0.325
H -19.43718 -15.71902 8.42894  0.389
H -18.45309 -15.83023 6.89660  0.358
H -17.28424 -16.19360 9.23993  0.376
H -16.84446 -17.10164 7.84854  0.374
H -16.61614 -18.46078 10.73492  0.379
H -16.53488 -19.57250 9.24643  0.340
H -18.43463 -20.00813 11.41759  0.437
H -17.08757 -20.98200 10.89702  0.454
H -20.19307 -21.45396 10.63241  0.304
H -18.89666 -22.65269 10.45967  0.310
H -19.95801 -22.41493 9.10059  0.253
C -19.47213 -2.41901 9.52908  -0.832
O -18.57014 -3.50800 9.14569  -0.291
C -19.31569 -4.65225 8.74230  -0.546
C -18.34612 -5.89795 8.67391  -0.643
N -17.05700 -5.56176 7.84907  -0.168
H -17.24627 -5.30783 6.89001  0.373
H -16.71345 -4.73746 8.32088  0.449
C -15.93097 -6.56596 7.96352  -0.832
C -15.42345 -6.75001 9.39993  -0.503
O -15.23502 -5.46781 10.01021  -0.272
C -14.51503 -5.65758 11.25399  -0.852
H -19.99462 -2.11477 8.62214  0.348
H -18.77556 -1.58879 9.64578  0.278
H -20.08185 -2.59970 10.41435  0.301
H -19.89771 -4.39504 7.85731  0.453
H -20.10994 -4.87303 9.45541  0.385
H -18.90571 -6.71075 8.21099  0.372
H -18.00440 -6.34421 9.60781  0.345
H -15.15842 -6.02968 7.41244  0.411
H -16.15642 -7.46605 7.39159  0.389
H -14.47605 -7.27443 9.27545  0.459
H -16.11943 -7.39228 9.93955  0.419
H -14.53147 -4.73762 11.83838  0.296
H -13.47240 -5.97019 11.19641  0.319
H -15.08898 -6.34207 11.87861  0.340
C -30.07340 -2.48639 -1.39722  -0.820
O -29.03526 -2.55912 -0.40446  -0.348
C -27.80041 -2.99513 -1.03458  -0.678
C -26.59002 -3.16552 -0.02389  -0.596
N -26.42460 -1.75888 0.59136  -0.246
H -25.93422 -1.11337 -0.01110  0.363
H -27.36992 -1.41678 0.68861  0.452
C -25.70048 -1.75655 1.98961  -0.760
C -25.70991 -0.32778 2.47411  -0.579
O -27.02755 0.14494 2.55824  -0.295
C -27.16172 1.48433 2.88495  -0.780
H -31.00687 -2.13487 -0.95770  0.285
H -30.26525 -3.35806 -2.02291  0.336
H -29.90932 -1.74962 -2.18355  0.350
H -27.49741 -2.35893 -1.86618  0.416
H -27.82297 -3.95162 -1.55680  0.546
H -25.57703 -3.34165 -0.38571  0.435
H -26.77377 -3.82249 0.82623  0.324
H -24.72391 -2.23591 1.92166  0.471
H -26.29362 -2.34875 2.68645  0.372
H -25.02923 0.23510 1.83541  0.395
H -25.21531 -0.23380 3.44087  0.464
H -26.54701 2.13568 2.26367  0.341
H -26.98923 1.77947 3.91995  0.295
H -28.21155 1.70159 2.68813  0.257
C -18.31926 -2.73360 2.77299  0.594
F -19.41139 -2.49696 3.45272  -0.224
F -17.92986 -1.63117 2.11040  -0.218
F -17.33945 -3.04167 3.65890  -0.244
S -18.41429 -4.18257 1.48213  0.949
O -19.48078 -3.66878 0.61563  -0.613
O -17.08432 -4.18049 0.93003  -0.547
N -18.70932 -5.56536 2.46414  -0.254
S -19.33883 -6.52752 1.53929  0.932
O -20.76258 -6.49060 1.35446  -0.654
O -18.66873 -6.68625 0.24344  -0.614
C -18.97921 -8.24521 2.39731  0.584
F -17.63780 -8.49221 2.33713  -0.230
F -19.39082 -8.23369 3.67847  -0.258
F -19.60578 -9.21856 1.78532  -0.197
C -12.93439 2.22950 8.86315  0.679
F -13.46610 1.73204 9.93880  -0.189
F -13.81916 2.15864 7.87709  -0.226
F -12.51292 3.50892 9.02801  -0.240
S -11.45974 1.11610 8.30124  0.922
O -11.88569 -0.25500 8.08105  -0.521
O -10.96204 1.77655 7.06336  -0.649
N -10.38164 1.40017 9.68794  -0.456
S -10.50779 0.16628 10.50274  1.073
O -11.86496 -0.09883 11.00034  -0.635
O -9.76998 -0.99979 9.96680  -0.673
C -9.38610 0.66664 12.01765  0.604
F -9.21877 -0.39375 12.70243  -0.227
F -8.18095 1.04433 11.66727  -0.227
F -9.98114 1.55469 12.81365  -0.236
C -11.07322 -5.59595 -2.81819  0.720
F -10.53182 -4.42624 -2.52352  -0.234
F -10.05903 -6.41038 -3.09857  -0.242
F -11.70567 -6.16903 -1.80175  -0.216
S -12.31795 -5.51475 -4.37810  0.905
O -13.45088 -6.40704 -4.07159  -0.629
O -12.57396 -4.17693 -4.89812  -0.567
N -11.76317 -6.83470 -5.45104  -0.411
S -10.75681 -5.88257 -6.23704  1.068
O -11.38670 -5.34154 -7.42971  -0.663
O -9.92401 -4.95118 -5.44369  -0.635
C -9.57048 -7.27234 -6.96553  0.609
F -8.66595 -7.54653 -6.02714  -0.249
F -10.24557 -8.39223 -7.20014  -0.230
F -8.89095 -6.79267 -8.00957  -0.224
C -20.79199 -12.18577 -4.21465  0.605
F -21.09740 -12.77459 -3.11102  -0.213
F -21.46466 -12.64394 -5.21642  -0.221
F -21.06450 -10.83857 -4.12523  -0.230
S -18.85022 -12.48251 -4.50165  1.014
O -18.43282 -13.82477 -4.18742  -0.650
O -18.36124 -11.99780 -5.76116  -0.647
O -18.13263 -11.46863 -3.73059  -0.658



Record 3
Molecular formula: C31H66B2MgO17S5
Method: DFT, ωB97M-V/def2-TZVPD

For the HOMO energy, the calculation gives -9.369 eV. Its total energy is -4740.5340 Eh. Its net charge is 0. The value obtained for the frontier orbital gap is 8.982 eV.

Last column: Mulliken charge in e.
Positions of all 122 atoms, in Å:
Mg 6.56782 14.25739 3.63374  1.707
B 7.47994 12.40772 3.29255  2.873
H 8.29215 11.61431 3.08490  -0.322
H 7.62047 12.88208 4.30937  -0.404
H 7.36103 13.20147 2.50741  -0.765
H 6.45772 11.86672 3.41398  -0.331
B 5.63854 15.29537 2.10442  4.601
H 5.58637 14.17112 2.10073  -0.027
H 6.62324 15.61386 1.59079  -1.344
H 4.72159 15.72642 1.54057  -1.270
H 5.70279 15.70039 3.15817  -0.622
C 6.98321 12.19199 -0.17683  -0.471
C 7.10038 12.05522 -1.68127  0.382
C 7.21677 10.64773 -2.23146  -0.664
O 5.82522 10.33369 -2.41643  -0.365
C 5.18827 11.48949 -2.70679  0.416
O 4.16526 11.54574 -3.32019  -0.572
O 5.91561 12.54814 -2.34796  -0.041
H 6.17177 11.60728 0.25802  0.424
H 6.83219 13.23438 0.10815  -0.459
H 7.91040 11.88611 0.30984  0.530
H 7.98570 12.61210 -1.99706  0.217
H 7.61508 9.97373 -1.47480  0.363
H 7.78157 10.54719 -3.15710  0.281
C 5.28186 15.78792 -2.50736  -0.806
C 6.60291 16.44814 -2.12850  0.924
C 7.60724 15.51246 -1.45962  2.120
O 8.81421 15.71684 -2.18625  -0.588
C 8.60458 16.48532 -3.27313  0.547
O 9.41320 16.72200 -4.11108  -0.566
O 7.29111 16.78904 -3.33414  -0.504
H 4.62513 15.81000 -1.63848  -0.239
H 5.46318 14.76642 -2.84742  0.298
H 4.82044 16.27148 -3.36829  0.497
H 6.40556 17.32215 -1.50550  -0.167
H 7.41474 14.44143 -1.48343  -1.001
H 7.78836 15.88263 -0.44817  -0.809
C 2.18533 17.36685 0.53437  -0.197
C 2.62404 18.06324 -0.68941  0.567
O 2.05807 18.01044 -1.75650  -0.603
C 3.84661 18.94858 -0.55857  0.002
H 1.20511 16.90903 0.37361  0.421
H 1.94081 18.12713 1.28229  0.502
H 2.91950 16.61308 0.82504  -0.700
H 4.15256 19.27896 0.43585  0.022
H 3.82899 19.79757 -1.23683  0.441
H 4.69982 18.31815 -0.83507  -0.516
C 4.08336 20.46303 4.74047  -1.034
C 3.44249 19.45090 3.76980  -0.349
C 4.58833 18.62576 3.17908  -0.148
S 5.65541 18.18381 4.59440  1.296
O 7.03992 18.29317 4.18049  -0.860
O 5.23007 16.96943 5.26532  -0.483
C 5.13311 19.66223 5.50743  -0.902
H 3.39633 20.88851 5.47281  0.362
H 4.51838 21.35691 4.29213  0.310
H 2.83091 19.89938 2.98913  0.408
H 2.80298 18.75174 4.31567  0.207
H 5.26697 19.30205 2.65182  0.551
H 4.36799 17.76922 2.54693  -0.690
H 6.05029 20.13710 5.86160  0.610
H 4.73899 19.25871 6.44599  0.330
C 10.61440 16.02757 0.38800  -0.317
C 10.16797 17.43026 0.81819  -1.013
C 8.98142 17.36087 1.77753  0.307
S 9.45905 15.97008 2.83604  0.809
O 8.24509 15.32073 3.29073  -1.536
O 10.44398 16.42033 3.79240  -0.847
C 10.26423 15.02912 1.48852  0.013
H 11.66437 16.10951 0.10304  0.416
H 10.15590 15.72753 -0.55604  -0.008
H 9.89477 17.96502 -0.09673  0.464
H 11.01304 18.00708 1.19314  0.366
H 8.06955 17.07305 1.25858  -0.611
H 8.89952 18.28123 2.34510  0.505
H 9.37542 14.44612 1.21482  -0.392
H 10.97131 14.27723 1.82699  0.643
C 3.10588 13.60533 -0.53058  1.807
C 2.72709 12.23854 0.09777  -0.775
C 1.21866 12.35539 0.44049  -0.599
S 0.48997 13.39544 -0.86741  1.149
O -0.21343 14.44744 -0.15591  -0.650
O -0.15158 12.62258 -1.89702  -0.728
C 2.07795 13.93710 -1.58050  -0.898
H 4.09203 13.62833 -0.99262  -0.844
H 3.11391 14.28796 0.32451  -0.656
H 3.32852 12.15693 0.99982  0.319
H 2.94590 11.43593 -0.60736  0.438
H 1.22214 13.00002 1.31930  -0.006
H 0.62284 11.46553 0.61322  0.547
H 2.07851 14.97251 -1.92190  0.460
H 2.19224 13.31008 -2.46546  0.411
C 6.13116 16.31897 8.76892  -0.950
C 7.11616 17.23759 7.98883  0.184
C 8.11424 16.41369 7.19811  -0.527
S 7.32434 14.80810 6.90096  0.776
O 8.12531 13.77741 7.53197  -0.804
O 7.06206 14.68926 5.47547  -1.103
C 5.83298 15.12587 7.85477  0.497
H 5.25806 16.87747 9.09543  0.447
H 6.64189 15.97939 9.67184  0.317
H 7.66951 17.84885 8.70147  0.561
H 6.55225 17.87638 7.31500  -0.620
H 9.07605 16.23731 7.67567  0.507
H 8.34813 16.84119 6.22211  0.086
H 5.61449 14.13856 8.25945  0.626
H 5.08855 15.42011 7.11264  -0.815
C 1.46712 14.17906 5.97916  -0.927
C 1.92534 15.43661 5.25026  -0.332
C 2.48023 14.97811 3.90831  0.524
S 3.39260 13.43179 4.33645  0.979
O 4.80158 13.70512 4.52256  -1.821
O 2.98690 12.39976 3.40670  -0.778
C 2.62054 13.19030 5.96325  -0.462
H 0.57914 13.75616 5.50890  0.312
H 1.23292 14.42658 7.01546  0.443
H 2.69408 15.98248 5.80273  -0.036
H 1.08505 16.10443 5.05586  0.546
H 3.24692 15.55419 3.38696  -0.809
H 1.65970 14.79825 3.21419  0.440
H 3.39273 13.44461 6.69132  0.086
H 2.33866 12.15940 6.16205  0.483